No. 1
{
  "formula": "C28H67N5O7",
  "method": "ωB97M-V/def2-TZVPD",
  "s2": 0.755,
  "total_charge": 1,
  "lumo_energy_ev": [-2.28, -6.41],
  "gap_ev": [7.7, 3.6],
  "multiplicity": 2,
  "homo_ev": [-9.97, -9.97],
  "mol_weight_g_mol": 585.87,
  "energy_ha": -1907.01645,
  "elements": ["C", "O", "N", "N", "H", "H", "H", "H", "C", "C", "C", "C", "C", "C", "N", "O", "C", "C", "C", "H", "H", "H", "H", "H", "H", "H", "H", "H", "H", "H", "H", "H", "H", "H", "H", "H", "H", "H", "C", "C", "C", "C", "C", "C", "N", "O", "C", "C", "C", "H", "H", "H", "H", "H", "H", "H", "H", "H", "H", "H", "H", "H", "H", "H", "H", "H", "H", "H", "C", "C", "C", "C", "C", "C", "N", "O", "C", "C", "C", "H", "H", "H", "H", "H", "H", "H", "H", "H", "H", "H", "H", "H", "H", "H", "H", "H", "H", "H", "O", "H", "H", "O", "H", "H", "O", "H", "H"],
  "positions_angstrom": [[-3.00577, 2.52786, 2.54651], [-4.03842, 2.95686, 2.49153], [-2.60723, 1.60831, 3.35816], [-2.12358, 2.79171, 1.65222], [-1.63665, 1.32944, 3.34049], [-3.05089, 1.37816, 4.23582], [-2.46358, 3.43914, 0.95555], [-1.34989, 2.15025, 1.55207], [6.81584, 0.62010, 0.48903], [5.22280, 0.35222, 0.23461], [4.92291, -1.03803, -0.33483], [4.99560, -2.21048, 0.71075], [4.03150, -1.94006, 1.78547], [4.31818, -0.52574, 2.46943], [4.50257, 0.58611, 1.47061], [4.60400, 1.86966, 2.10260], [3.07142, -0.17000, 3.29314], [5.44655, -0.55932, 3.45954], [4.78376, 1.30100, -0.89212], [7.47464, 1.03935, -0.27144], [7.32966, -0.29243, 0.79131], [7.06192, 1.30529, 1.30023], [4.01060, -0.84966, -0.90080], [5.71291, -1.34652, -1.01954], [5.96278, -2.33546, 1.19763], [4.67908, -3.15200, 0.26193], [4.20234, -2.70569, 2.54226], [2.96217, -1.98544, 1.57913], [2.34278, 0.12628, 2.53855], [2.65405, -1.03357, 3.81099], [3.04002, 0.61790, 4.04569], [5.38227, 0.33097, 4.08512], [5.29103, -1.42249, 4.10673], [6.49287, -0.66533, 3.17305], [3.71136, 1.47738, -0.97558], [5.24030, 1.19861, -1.87659], [5.13391, 2.30933, -0.67130], [3.88594, 2.28976, 1.62353], [1.67428, 3.44393, -4.58908], [0.32138, 3.21771, -3.77522], [-0.91409, 3.55355, -4.61552], [-1.38106, 2.48875, -5.56513], [-1.65809, 1.21284, -4.81808], [-0.45805, 0.69215, -4.01671], [0.25823, 1.79378, -3.27486], [1.30929, 1.32504, -2.45001], [-1.03696, -0.34634, -2.98507], [0.44341, -0.01720, -5.06386], [0.27868, 4.13329, -2.53129], [1.78608, 4.46551, -4.95234], [1.91144, 2.86922, -5.48439], [2.55922, 3.14779, -4.02580], [-1.77123, 3.80048, -3.98908], [-0.72412, 4.47878, -5.15954], [-0.59738, 2.35071, -6.31005], [-2.31793, 2.82760, -6.00733], [-2.08256, 0.60130, -5.61429], [-2.53647, 1.26690, -4.17495], [-1.56486, -1.20311, -3.40385], [-0.22615, -0.71573, -2.35719], [-1.78260, 0.05106, -2.29646], [0.78224, 0.63707, -5.86712], [1.40640, -0.39890, -4.72466], [-0.22778, -0.78139, -5.45580], [1.26490, 4.17206, -2.06873], [-0.54707, 3.82133, -1.89182], [-0.10910, 5.13713, -2.70460], [0.87561, 1.14696, -1.61227], [-3.65456, -0.63311, 0.34907], [-3.70105, -1.93764, 1.07654], [-3.80050, -1.51163, 2.64293], [-4.02839, -2.75625, 3.55828], [-5.22738, -3.55393, 3.00782], [-5.08795, -4.00244, 1.49718], [-4.77797, -2.81073, 0.70436], [-4.89240, -3.09054, -0.68509], [-4.01131, -5.11428, 1.38548], [-6.46906, -4.61472, 1.14541], [-2.29456, -2.54701, 0.98659], [-2.88181, 0.08882, 0.61321], [-4.61950, -0.12884, 0.40107], [-3.51019, -0.88242, -0.70217], [-2.94713, -0.87547, 2.87779], [-4.72133, -0.94695, 2.78889], [-4.35539, -2.47141, 4.55830], [-3.14956, -3.40015, 3.59210], [-6.12215, -2.93576, 3.08089], [-5.32672, -4.44878, 3.62221], [-3.61307, -5.27737, 0.38403], [-3.20348, -5.07734, 2.11632], [-4.45567, -6.08752, 1.59390], [-6.49201, -4.93029, 0.10234], [-6.78723, -5.49541, 1.70331], [-7.29503, -3.91070, 1.24655], [-2.10690, -3.38020, 1.66384], [-1.43451, -1.88330, 1.07546], [-2.32661, -2.88973, -0.04764], [-5.72827, -2.73293, -0.99336], [2.19026, 3.21151, 0.68207], [1.58518, 3.73494, 0.15658], [1.69840, 3.00085, 1.47575], [0.37933, 0.56553, 0.75848], [0.00657, -0.16627, 1.25017], [0.83753, 1.08820, 1.41658], [0.58833, 2.55910, 3.20871], [1.11504, 2.19152, 3.91843], [0.67589, 3.50679, 3.31089]]
}

---

No. 2
{
  "formula": "C40H47IrN8P2S3Si",
  "method": "ωB97M-V/def2-TZVPD",
  "s2": 0.796,
  "total_charge": 1,
  "lumo_energy_ev": [-4.23, -4.61],
  "gap_ev": [5.8, 5.3],
  "multiplicity": 2,
  "e_above_lowest_kj_mol": 455.37,
  "homo_ev": [-10.01, -9.89],
  "mol_weight_g_mol": 1018.32,
  "energy_ha": -4261.37012,
  "elements": ["Ir", "C", "Si", "C", "C", "C", "C", "C", "C", "N", "C", "S", "H", "H", "H", "H", "H", "H", "H", "H", "H", "H", "H", "H", "C", "P", "C", "N", "C", "C", "C", "C", "C", "C", "N", "C", "P", "C", "C", "C", "C", "C", "C", "C", "C", "C", "H", "H", "H", "H", "H", "H", "H", "H", "H", "H", "H", "H", "H", "H", "H", "H", "H", "H", "H", "H", "H", "H", "H", "H", "H", "H", "H", "H", "S", "C", "C", "N", "C", "S", "C", "N", "N", "C", "C", "C", "C", "C", "C", "C", "N", "C", "C", "N", "C", "H", "H", "H", "H", "H", "H", "H"],
  "positions_angstrom": [[-0.28160, -0.06690, 0.08790], [-4.83840, -0.55160, -5.19310], [-2.97080, -0.83360, -4.95330], [-2.64510, -2.64730, -4.49600], [-2.01920, -0.35770, -6.53710], [-2.39840, 0.45650, -3.64670], [-2.84000, 1.76500, -3.79340], [-2.53210, 2.74670, -2.86300], [-1.73180, 2.39590, -1.79200], [-1.26950, 1.16490, -1.63920], [-1.60300, 0.20540, -2.52140], [-1.02650, -1.35910, -2.06450], [-5.23460, -1.27810, -5.89490], [-5.05860, 0.43220, -5.59540], [-5.39350, -0.65910, -4.26620], [-3.10050, -3.29400, -5.24000], [-3.07040, -2.90760, -3.53240], [-1.58670, -2.88290, -4.46080], [-2.36680, -0.96090, -7.36900], [-0.94980, -0.51880, -6.44270], [-2.17300, 0.68330, -6.80450], [-3.45740, 2.01770, -4.64140], [-2.89690, 3.75500, -2.96280], [-1.46300, 3.12060, -1.03820], [2.11770, 1.05250, 2.97990], [1.81990, -0.18900, 1.67230], [3.35600, -0.00270, 0.70390], [4.47710, 0.01550, 1.37410], [5.63740, -0.05340, 0.70010], [6.86680, -0.07600, 1.38650], [8.03010, -0.21300, 0.68030], [8.01790, -0.32240, -0.72180], [6.84120, -0.31070, -1.41940], [5.62380, -0.18020, -0.72410], [4.45680, -0.13430, -1.38830], [3.34920, -0.01060, -0.70910], [1.80490, 0.26290, -1.64030], [2.11690, -0.84450, -3.06450], [2.15140, 2.00580, -2.31100], [1.28630, 2.18720, -3.56210], [1.75030, 2.96250, -1.18750], [3.60480, 2.26970, -2.69980], [2.15030, -1.87210, 2.47530], [1.94540, -2.88330, 1.34230], [3.53510, -2.07370, 3.08140], [1.11760, -2.03890, 3.59540], [3.13540, 0.94820, 3.35450], [1.38990, 0.93130, 3.78040], [1.98840, 2.04450, 2.54570], [6.85710, 0.00110, 2.46170], [8.97560, -0.23820, 1.19900], [8.95470, -0.42100, -1.24730], [6.81370, -0.39190, -2.49380], [3.12510, -0.68320, -3.44290], [1.37480, -0.67020, -3.84100], [2.01830, -1.87370, -2.71870], [0.29890, 1.74650, -3.45050], [1.77050, 1.72830, -4.42210], [1.15970, 3.24760, -3.77380], [0.75180, 2.73880, -0.81900], [1.77320, 3.99230, -1.53620], [2.44370, 2.87370, -0.35090], [4.01320, 1.48190, -3.32680], [4.24330, 2.38520, -1.82800], [3.64310, 3.20150, -3.26220], [2.81620, -2.89300, 0.68610], [1.06890, -2.63000, 0.74250], [1.81530, -3.88660, 1.74150], [4.32170, -2.05000, 2.33430], [3.55500, -3.05820, 3.54780], [3.75890, -1.33020, 3.84130], [0.20440, -1.49390, 3.37780], [1.51710, -1.67210, 4.53850], [0.86840, -3.09060, 3.72140], [-0.95820, 1.90190, 1.69740], [-2.64470, 2.15640, 1.68230], [-3.11740, 3.23470, 2.45970], [-3.50630, 4.09280, 3.11320], [-3.58640, 1.38650, 1.00290], [-3.27690, -0.00200, 0.08360], [-4.95160, 1.73740, 1.06430], [-6.07570, 1.96050, 1.07510], [-6.14610, -2.65880, 8.70260], [-5.61190, -2.63660, 7.69040], [-4.92190, -2.61420, 6.45190], [-4.88120, -1.44710, 5.68760], [-4.15770, -1.42300, 4.51190], [-3.47100, -2.55980, 4.09490], [-3.53680, -3.73380, 4.83940], [-4.25960, -3.76200, 6.01470], [-2.68780, -2.51100, 2.92530], [-2.48680, -3.50590, 2.01040], [-1.63250, -3.00510, 1.07460], [-1.29680, -1.72850, 1.40880], [-1.95370, -1.46020, 2.51820], [-5.42270, -0.57230, 6.01360], [-4.14170, -0.52600, 3.91170], [-3.00910, -4.61520, 4.50840], [-4.31610, -4.66800, 6.59970], [-2.97020, -4.45780, 2.07640], [-1.25900, -3.46880, 0.18570], [-1.90300, -0.53940, 3.06290]]
}

---

No. 3
{
  "formula": "C6H12O",
  "method": "ωB97M-V/def2-TZVPD",
  "lumo_energy_ev": 1.04,
  "gap_ev": 10.6,
  "e_above_lowest_kj_mol": 118.07,
  "smiles": "CCC[C@H]1C[C@H]1O",
  "homo_ev": -9.60,
  "mol_weight_g_mol": 100.16,
  "energy_ha": -311.01430,
  "elements": ["C", "C", "C", "C", "C", "C", "O", "H", "H", "H", "H", "H", "H", "H", "H", "H", "H", "H", "H"],
  "positions_angstrom": [[1.23369, -1.52724, 0.94878], [-0.29088, -1.40613, 0.95390], [-0.81870, 0.01779, 0.72018], [-0.91316, 0.46196, -0.72582], [-0.88755, 1.93937, -1.04126], [0.24932, 1.07272, -1.46393], [1.46051, 1.29323, -0.80604], [1.65375, -1.36252, -0.05169], [1.68287, -0.80234, 1.63857], [1.55241, -2.52638, 1.26558], [-0.66008, -1.75484, 1.92648], [-0.72270, -2.08432, 0.20528], [-0.19006, 0.72792, 1.27121], [-1.82449, 0.09813, 1.15227], [-1.58424, -0.13802, -1.34108], [-0.67794, 2.60175, -0.20481], [-1.55489, 2.34601, -1.79524], [0.33357, 0.84513, -2.52904], [1.90093, 0.44065, -0.70676]]
}

---

No. 4
{
  "formula": "C21H20N2O6S",
  "method": "ωB97M-V/def2-TZVPD",
  "lumo_energy_ev": -0.21,
  "gap_ev": 8.4,
  "e_above_lowest_kj_mol": 212.78,
  "smiles": "CN(c1ccccc1)S(=O)(=O)c1cccc(C(=O)OCC(=O)NCc2ccco2)c1",
  "homo_ev": -8.63,
  "mol_weight_g_mol": 428.47,
  "energy_ha": -1771.37929,
  "elements": ["C", "N", "C", "C", "C", "C", "C", "C", "S", "O", "O", "C", "C", "C", "C", "C", "C", "O", "O", "C", "C", "O", "N", "C", "C", "C", "C", "C", "O", "C", "H", "H", "H", "H", "H", "H", "H", "H", "H", "H", "H", "H", "H", "H", "H", "H", "H", "H", "H", "H"],
  "positions_angstrom": [[-4.93350, -0.45698, 0.64540], [-4.04534, -0.08580, -0.43144], [-3.32844, 1.12200, -0.33920], [-3.03826, 1.72577, 0.88181], [-2.30659, 2.90007, 0.91977], [-1.85063, 3.48036, -0.24991], [-2.14342, 2.88555, -1.46684], [-2.88514, 1.72059, -1.51673], [-3.15912, -1.38724, -1.03624], [-4.01244, -2.53568, -1.00890], [-2.54603, -1.01463, -2.26952], [-1.90427, -1.53188, 0.23843], [-2.06004, -2.44802, 1.26233], [-1.17250, -2.43377, 2.32863], [-0.17036, -1.48086, 2.37647], [-0.03342, -0.54967, 1.34764], [1.02245, 0.48564, 1.45218], [1.88993, 0.47786, 2.30036], [0.89400, 1.43089, 0.52744], [1.81154, 2.52156, 0.53348], [3.11484, 2.15617, -0.20551], [3.38147, 2.59882, -1.29801], [3.90447, 1.32953, 0.50403], [5.05994, 0.68246, -0.07499], [4.77252, -0.75457, -0.38860], [3.94048, -1.65838, 0.20557], [4.06893, -2.85863, -0.53735], [4.96823, -2.59304, -1.52068], [5.39667, -1.32165, -1.43972], [-0.89920, -0.58717, 0.25815], [-5.49826, -1.32096, 0.30305], [-4.40230, -0.72689, 1.56586], [-5.61403, 0.36896, 0.84696], [-3.37760, 1.28359, 1.80586], [-2.08950, 3.35790, 1.87392], [-1.27928, 4.39581, -0.21517], [-1.79758, 3.33569, -2.38487], [-3.11133, 1.24816, -2.45767], [-2.86542, -3.16338, 1.19909], [-1.27239, -3.15464, 3.12547], [0.51537, -1.43544, 3.20940], [1.30920, 3.32544, -0.00513], [2.03334, 2.81694, 1.56458], [3.56677, 0.96898, 1.38878], [5.90189, 0.76372, 0.62305], [5.31313, 1.20996, -0.99867], [3.31584, -1.50039, 1.06128], [3.55978, -3.78293, -0.35781], [5.37144, -3.19656, -2.30892], [-0.78920, 0.09968, -0.56425]]
}

---

No. 5
{
  "formula": "C4H3NO2S",
  "method": "ωB97M-V/def2-TZVPD",
  "lumo_energy_ev": -0.85,
  "gap_ev": 8.7,
  "e_above_lowest_kj_mol": 393.81,
  "smiles": "C#CC(=O)SNC=O",
  "homo_ev": -9.57,
  "mol_weight_g_mol": 129.14,
  "energy_ha": -757.51281,
  "elements": ["C", "C", "C", "O", "S", "N", "C", "O", "H", "H", "H"],
  "positions_angstrom": [[3.66194, -0.07414, -0.07549], [2.38309, -0.10149, -0.10090], [1.03910, 0.15120, 0.06986], [0.61221, 1.31389, 0.12139], [-0.18491, -1.05232, -0.00702], [-1.47599, 0.07766, -0.25471], [-2.79888, -0.29504, 0.08241], [-3.81579, 0.42793, -0.10648], [4.83939, -0.07897, -0.15184], [-1.29914, 1.01930, -0.08757], [-2.96102, -1.38802, 0.51035]]
}

---

No. 6
{
  "formula": "C3H3P",
  "method": "ωB97M-V/def2-TZVPD",
  "lumo_energy_ev": -0.57,
  "gap_ev": 8.5,
  "e_above_lowest_kj_mol": 93.24,
  "smiles": "C#CP=C",
  "homo_ev": -9.07,
  "mol_weight_g_mol": 70.03,
  "energy_ha": -457.30945,
  "elements": ["C", "C", "P", "C", "H", "H", "H"],
  "positions_angstrom": [[1.99271, -0.81630, 0.58404], [0.92181, -0.80098, 1.35486], [-0.79374, -0.54736, 1.59201], [-1.12309, 0.54824, 0.28557], [2.92636, -1.09386, 0.43164], [-2.14711, 0.77916, 0.25172], [-0.54249, 0.72163, -0.57184]]
}

---

No. 7
{
  "formula": "C3ClFO2S",
  "method": "ωB97M-V/def2-TZVPD",
  "lumo_energy_ev": 0.01,
  "gap_ev": 9.5,
  "smiles": "Fc1oc(=S)oc1Cl",
  "homo_ev": -9.45,
  "mol_weight_g_mol": 154.55,
  "energy_ha": -1222.97084,
  "elements": ["F", "C", "O", "C", "S", "O", "C", "Cl"],
  "positions_angstrom": [[-1.27817, 2.13670, 0.00022], [-0.63195, 0.95159, 0.02937], [0.75580, 1.08795, -0.01948], [1.35398, -0.17389, -0.08856], [2.95828, -0.37402, -0.03465], [0.27279, -1.04782, 0.14543], [-0.91587, -0.31046, 0.20955], [-2.52321, -0.96296, -0.07985]]
}

---

No. 8
{
  "formula": "C3H12N2O",
  "method": "ωB97M-V/def2-TZVPD",
  "s2": 0.750,
  "total_charge": -1,
  "lumo_energy_ev": [3.96, 3.88],
  "gap_ev": [2.8, 9.3],
  "multiplicity": 2,
  "e_above_lowest_kj_mol": 238.75,
  "homo_ev": [1.16, -5.44],
  "mol_weight_g_mol": 92.14,
  "energy_ha": -306.10583,
  "elements": ["C", "O", "C", "N", "H", "H", "H", "H", "H", "H", "C", "N", "H", "H", "H", "H", "H", "H"],
  "positions_angstrom": [[-1.12258, 0.43057, 0.40329], [-0.99089, -1.01298, 0.62717], [-0.10467, 1.21493, 1.27733], [-0.20270, 2.63930, 1.07261], [-1.24741, 0.92867, -0.57242], [-2.07170, 0.72205, 0.87805], [-0.30277, 0.85469, 2.30496], [0.92632, 0.94646, 1.00616], [-1.07079, 3.08912, 1.32035], [0.61303, 3.18934, 1.31282], [0.57870, -2.31645, -1.33257], [0.83309, -0.84455, -1.19262], [-0.40076, -2.42551, -1.75558], [1.35182, -2.82880, -1.92307], [0.70810, -2.75096, -0.33392], [-0.25236, -0.62155, -0.21423], [1.04284, -0.54172, -2.14181], [1.71274, -0.67260, -0.73650]]
}

---

- Which formula does entry 4 have?
  C21H20N2O6S